Density functional theory data (wB97M-V/def2-TZVPD) for the molecule C20H24ClN3O4S.

Last column: Löwdin charge in e.
CARTESIAN COORDINATES (ANGSTROEM)
1 C 3.865 1.504 1.494  -0.06
2 C 4.263 0.189 0.828  -0.25
3 N 3.141 -0.723 0.763  -0.27
4 C 3.079 -1.825 1.700  -0.25
5 C 4.077 -2.938 1.392  -0.07
6 S 2.593 -1.025 -0.783  0.67
7 O 1.605 -2.065 -0.702  -0.28
8 O 3.674 -1.198 -1.715  -0.28
9 C 1.755 0.513 -1.148  -0.27
10 C 2.091 1.271 -2.253  -0.06
11 C 1.367 2.425 -2.511  -0.05
12 C 0.312 2.798 -1.696  0.01
13 C -0.027 2.018 -0.590  -0.19
14 N -1.097 2.301 0.251  0.14
15 C -2.131 3.163 0.047  -0.46
16 O -2.199 3.972 -0.851  0.08
17 C -3.238 2.987 1.079  -0.08
18 C -4.372 2.131 0.503  -0.14
19 N -3.961 0.831 -0.005  0.07
20 C -3.125 -0.047 0.582  -0.45
21 O -2.420 0.214 1.545  0.05
22 C -3.031 -1.372 -0.108  -0.15
23 C -1.761 -1.880 -0.364  0.00
24 C -1.584 -3.101 -0.987  -0.05
25 C -2.690 -3.851 -1.347  -0.06
26 C -3.965 -3.380 -1.081  -0.11
27 C -4.131 -2.148 -0.471  -0.59
28 Cl -5.752 -1.623 -0.124  0.72
29 C 0.726 0.878 -0.309  -0.02
30 H 3.504 1.320 2.502  0.07
31 H 4.725 2.167 1.546  0.07
32 H 3.077 1.993 0.928  0.06
33 H 5.091 -0.269 1.377  0.12
34 H 4.600 0.372 -0.196  0.11
35 H 3.237 -1.423 2.705  0.12
36 H 2.065 -2.222 1.632  0.11
37 H 5.101 -2.575 1.450  0.07
38 H 3.957 -3.754 2.100  0.08
39 H 3.898 -3.308 0.386  0.07
40 H 2.900 0.945 -2.885  0.11
41 H 1.619 3.038 -3.363  0.11
42 H -0.265 3.681 -1.913  0.10
43 H -1.239 1.617 0.993  0.11
44 H -2.852 2.535 1.991  0.11
45 H -3.654 3.969 1.308  0.13
46 H -4.823 2.666 -0.335  0.13
47 H -5.134 1.993 1.281  0.13
48 H -4.511 0.487 -0.777  0.11
49 H -0.894 -1.307 -0.080  0.09
50 H -0.579 -3.443 -1.175  0.10
51 H -2.569 -4.809 -1.829  0.11
52 H -4.833 -3.964 -1.343  0.10
53 H 0.512 0.271 0.557  0.12

The structure (SMILES) is CCN(CC)S(=O)(=O)c1cccc(NC(=O)CCNC(=O)c2ccccc2Cl)c1. As for the orbital gap: 9.35 eV. The value obtained for the energy relative to the best compared isomer or geometry (same formula, charge and spin) is 0.00 kcal/mol.